Entry 1:
{"formula": "C49H54ClInN4OP2Te", "method": "ωB97M-V with the def2-TZVPD basis set", "total_charge": 1, "homo_energy_ev": [-9.394, -10.132], "orbital_gap_ev": [6.97, 6.75], "s_squared": 0.76, "spin_multiplicity": 2, "species": ["In", "C", "C", "C", "C", "C", "C", "P", "C", "C", "C", "C", "C", "C", "C", "C", "C", "C", "C", "C", "H", "H", "H", "H", "H", "H", "H", "H", "H", "H", "H", "H", "H", "H", "C", "C", "C", "C", "C", "C", "Te", "N", "C", "O", "C", "C", "C", "C", "C", "C", "C", "C", "C", "C", "C", "C", "C", "C", "C", "C", "C", "C", "H", "H", "H", "H", "H", "H", "H", "H", "H", "H", "H", "H", "H", "H", "H", "H", "H", "H", "H", "H", "H", "H", "H", "H", "H", "H", "H", "Cl", "C", "N", "C", "N", "C", "N", "C", "P", "C", "C", "H", "H", "H", "H", "H", "H", "H", "H", "H", "H", "H", "H", "H"], "xyz": [[-0.4513, 2.1955, -0.9443], [-0.1669, 7.4797, -0.6767], [0.5442, 6.8168, -1.6608], [1.2232, 5.6465, -1.3672], [1.1965, 5.1312, -0.0762], [0.4719, 5.8015, 0.9080], [-0.1999, 6.9716, 0.6114], [1.9080, 3.5096, 0.3764], [3.4387, 3.9264, 1.2842], [4.3696, 2.9054, 1.4782], [5.4390, 3.0866, 2.3329], [5.5878, 4.2843, 3.0133], [4.6862, 5.3140, 2.7997], [3.6150, 5.1383, 1.9410], [2.4945, 2.9738, -1.2526], [3.7530, 3.2071, -1.7953], [3.9848, 2.8796, -3.1212], [2.9748, 2.3312, -3.8950], [1.7228, 2.0869, -3.3468], [1.4986, 2.3886, -2.0215], [-0.6978, 8.3892, -0.9123], [0.5670, 7.2032, -2.6680], [1.7731, 5.1460, -2.1511], [0.4248, 5.3860, 1.9069], [-0.7660, 7.4751, 1.3797], [4.2637, 1.9721, 0.9417], [6.1516, 2.2900, 2.4789], [6.4087, 4.4196, 3.7004], [4.8054, 6.2573, 3.3115], [2.9143, 5.9415, 1.7667], [4.5364, 3.6500, -1.1955], [4.9509, 3.0825, -3.5571], [3.1521, 2.0934, -4.9329], [0.9331, 1.6594, -3.9547], [-0.2077, -6.5851, 3.7163], [-0.6034, -5.5071, 2.7563], [0.2661, -5.0462, 1.7802], [-0.1123, -4.0488, 0.8899], [0.8717, -3.5662, -0.1285], [-1.3947, -3.5025, 0.9584], [-2.0242, -1.6810, -0.2389], [-1.6675, 0.3900, -0.9911], [-2.3332, 0.8530, -1.9981], [-1.9960, 1.9607, -2.5248], [-3.4951, 0.1612, -2.5870], [-4.5532, -0.2899, -1.8060], [-5.6566, -0.8598, -2.4195], [-5.7013, -0.9836, -3.7976], [-4.6480, -0.5283, -4.5719], [-3.5496, 0.0486, -3.9684], [-1.5435, -2.5657, -2.1165], [-0.4601, -2.1619, -2.8898], [0.5243, -1.1133, -2.4736], [-0.2687, -2.7506, -4.1372], [-1.1123, -3.7315, -4.6272], [-0.8668, -4.3686, -5.9604], [-2.1926, -4.1138, -3.8395], [-2.4202, -3.5445, -2.5980], [-3.5910, -4.0038, -1.7904], [-2.2716, -3.9350, 1.9565], [-3.6660, -3.4041, 2.1112], [-1.8647, -4.9373, 2.8279], [0.8514, -6.8138, 3.6407], [-0.7718, -7.4930, 3.5088], [-0.4359, -6.2825, 4.7356], [1.2540, -5.4758, 1.7023], [1.8808, -3.8941, 0.1123], [0.8460, -2.4755, -0.1791], [0.6233, -3.9613, -1.1128], [-4.5393, -0.1343, -0.7341], [-6.4926, -1.1896, -1.8184], [-6.5639, -1.4284, -4.2703], [-4.6941, -0.6019, -5.6461], [-2.7303, 0.4318, -4.5566], [0.3830, -0.8033, -1.4378], [0.3841, -0.2322, -3.1014], [1.5446, -1.4684, -2.6125], [0.5800, -2.4369, -4.7292], [-0.0104, -3.9157, -6.4564], [-1.7386, -4.2613, -6.6056], [-0.6757, -5.4351, -5.8388], [-2.8734, -4.8683, -4.2072], [-4.2108, -4.6831, -2.3694], [-4.1960, -3.1487, -1.4805], [-3.2420, -4.5233, -0.8976], [-3.7574, -2.3846, 1.7399], [-3.9602, -3.4276, 3.1573], [-4.3646, -4.0296, 1.5572], [-2.5515, -5.2828, 3.5878], [-1.7301, 3.4178, 0.6142], [0.0543, 0.3069, 4.9432], [0.4716, 1.5303, 4.1428], [1.9783, 1.4666, 3.9657], [2.3665, 0.2442, 3.3705], [1.9139, -0.8940, 4.1523], [0.4708, -0.8827, 4.3042], [-0.2244, -1.1670, 3.0625], [0.1158, 0.0954, 1.7085], [-0.2274, 1.5654, 2.8382], [1.9724, 0.1281, 1.9808], [-1.0336, 0.3291, 5.0483], [0.5291, 0.3796, 5.9289], [0.2296, 2.3764, 4.6620], [2.4272, 1.5571, 4.9607], [2.2922, 2.3121, 3.3439], [2.3754, -0.8601, 5.1440], [2.2160, -1.8115, 3.6488], [-1.3013, -1.2018, 3.2520], [0.0772, -2.1574, 2.7088], [-1.3076, 1.5978, 3.0076], [0.0360, 2.4783, 2.2949], [2.3839, 0.9731, 1.4199], [2.4063, -0.7891, 1.5755]], "forces_ev_per_angstrom": [[0.296, -0.387, -1.108], [0.000, 0.039, -0.032], [-0.030, 0.071, -0.055], [0.117, -0.011, 0.020], [-0.085, -0.114, 0.238], [0.073, 0.017, -0.091], [0.021, 0.024, 0.161], [0.617, 0.534, -0.422], [-0.251, -0.166, 0.127], [-0.082, 0.031, -0.029], [0.103, -0.073, 0.071], [0.033, 0.111, 0.038], [0.042, 0.061, 0.116], [-0.096, -0.043, -0.113], [0.353, -0.227, 0.112], [-0.048, 0.009, 0.085], [0.106, 0.066, -0.010], [-0.108, -0.047, -0.113], [-0.050, -0.103, -0.303], [-1.251, 0.039, 1.128], [-0.068, 0.072, -0.026], [0.004, 0.063, -0.095], [0.000, -0.050, -0.025], [-0.089, 0.005, 0.068], [-0.051, 0.072, 0.075], [0.014, -0.116, -0.024], [0.102, -0.093, -0.002], [0.103, 0.016, 0.038], [0.057, 0.079, 0.034], [-0.020, 0.092, 0.065], [0.051, 0.077, -0.008], [0.108, -0.040, -0.059], [0.079, -0.015, -0.105], [0.063, 0.084, -0.044], [-0.056, 0.000, -0.030], [-0.024, 0.065, 0.008], [-0.145, 0.005, -0.058], [0.049, 0.100, -0.137], [0.123, -0.069, 0.022], [0.125, 0.336, -0.005], [-0.020, -0.658, -0.077], [0.713, -0.193, 0.726], [-0.850, -0.499, -0.440], [0.480, 0.816, -0.138], [-0.292, -0.016, -0.230], [-0.013, 0.200, -0.052], [-0.110, -0.037, 0.125], [-0.098, -0.130, 0.004], [0.000, -0.042, -0.085], [0.012, -0.034, -0.024], [-0.026, 0.180, -0.076], [-0.005, 0.079, 0.116], [-0.044, 0.131, 0.063], [-0.057, -0.123, 0.072], [0.002, 0.111, 0.083], [-0.025, -0.011, -0.015], [0.181, 0.116, -0.032], [-0.135, -0.058, 0.060], [-0.086, 0.013, 0.054], [-0.067, -0.025, -0.073], [-0.015, 0.127, 0.021], [0.113, -0.010, -0.048], [0.081, -0.047, 0.036], [0.005, -0.113, 0.027], [0.035, -0.047, 0.130], [0.174, -0.042, -0.004], [0.088, 0.029, 0.043], [0.134, -0.038, -0.118], [0.010, 0.112, -0.110], [-0.009, -0.024, -0.047], [-0.051, -0.019, 0.018], [-0.093, -0.024, -0.037], [-0.002, -0.053, -0.158], [0.067, 0.055, -0.081], [0.142, -0.009, -0.114], [0.085, 0.023, 0.088], [0.079, 0.014, -0.011], [0.103, 0.046, -0.076], [0.001, -0.039, -0.043], [-0.006, -0.014, -0.046], [0.023, -0.030, -0.060], [-0.097, -0.096, 0.000], [-0.081, -0.038, 0.023], [-0.096, -0.104, 0.012], [-0.087, -0.072, 0.117], [-0.172, -0.049, 0.098], [-0.096, 0.024, 0.075], [-0.127, 0.024, -0.084], [-0.128, -0.017, 0.117], [-0.195, 0.103, 0.154], [-0.258, -0.244, 0.451], [-0.019, 0.061, 0.325], [0.637, 0.295, -0.001], [0.381, -0.153, 0.202], [0.139, -0.025, 0.132], [0.016, -0.171, 0.344], [-0.156, -0.083, -0.546], [0.562, 0.317, 0.994], [-0.470, -0.033, -0.991], [-0.168, 0.023, -0.556], [0.114, 0.116, -0.021], [-0.085, 0.146, -0.169], [0.049, -0.050, 0.029], [-0.177, 0.031, -0.072], [-0.163, -0.048, 0.096], [-0.012, 0.003, -0.075], [0.001, -0.011, 0.057], [0.021, -0.071, -0.055], [-0.109, 0.070, 0.034], [0.106, 0.075, 0.121], [0.051, -0.109, 0.259], [-0.077, -0.182, 0.026], [-0.015, 0.038, -0.080]]}

Entry 2:
{"formula": "C5H5N3", "method": "ωB97M-V with the def2-TZVPD basis set", "relative_energy_ev": 3.158, "homo_energy_ev": -9.387, "smiles": "C=NNCC#CC#N", "orbital_gap_ev": 9.91, "species": ["C", "N", "N", "C", "C", "C", "C", "N", "H", "H", "H", "H", "H"], "xyz": [[3.2813, -0.9870, 0.5363], [2.2391, -1.6891, 0.2850], [1.1150, -1.1053, -0.1681], [0.8950, 0.2726, 0.1913], [-0.4594, 0.6167, -0.0877], [-1.5972, 0.9230, -0.2526], [-2.9832, 1.1861, -0.3579], [-4.1211, 1.3354, -0.4528], [3.2804, 0.1072, 0.5017], [4.1789, -1.5325, 0.9310], [0.2977, -1.7715, -0.1618], [1.1526, 0.4584, 1.2489], [1.6408, 0.8834, -0.3450]], "forces_ev_per_angstrom": [[0.005, -0.584, 0.828], [0.904, -0.338, -0.242], [-0.982, -1.312, 0.091], [1.202, -0.119, -0.004], [0.085, 0.584, 0.055], [-2.319, 0.363, -0.132], [1.086, -0.345, -0.065], [0.261, 0.078, 0.047], [0.315, -0.288, -0.031], [-0.994, 0.655, -0.618], [1.384, 1.335, 0.232], [-0.316, -0.146, 0.044], [-0.632, 0.118, -0.205]]}

Entry 3:
{"formula": "C5H6O", "method": "ωB97M-V with the def2-TZVPD basis set", "relative_energy_ev": 4.820, "homo_energy_ev": -9.500, "orbital_gap_ev": 10.01, "species": ["C", "C", "C", "C", "C", "O", "H", "H", "H", "H", "H", "H"], "xyz": [[-0.4568, -0.8593, 1.7915], [-0.7305, -1.6609, 0.4865], [-0.3425, -0.5979, -0.0806], [0.5290, 0.0516, -1.0577], [0.2232, 1.4852, -1.4185], [1.0636, 2.2895, -1.7312], [0.3680, -1.3096, 2.3646], [-1.3766, -0.7138, 2.3471], [-0.3048, 0.2332, 1.4743], [0.2846, -0.5840, -1.9290], [1.5966, -0.0776, -0.8631], [-0.8537, 1.7435, -1.3838]], "forces_ev_per_angstrom": [[0.202, 1.585, 0.389], [-0.173, 0.125, -0.497], [-0.352, -1.860, -1.516], [0.205, 0.142, 0.048], [0.126, 0.342, -0.081], [-0.366, -0.410, 0.160], [-0.419, 0.437, -0.175], [-0.070, -0.425, 0.191], [0.740, -0.333, 1.459], [0.132, 0.264, 0.013], [-0.065, 0.046, 0.049], [0.043, 0.087, -0.039]]}

Entry 4:
{"formula": "C12H27BCsN4NbO", "method": "ωB97M-V with the def2-TZVPD basis set", "total_charge": 2, "homo_energy_ev": -15.966, "orbital_gap_ev": 7.36, "species": ["N", "C", "O", "Cs", "Nb", "N", "N", "C", "C", "C", "C", "C", "C", "C", "C", "H", "H", "H", "H", "H", "H", "H", "H", "H", "H", "H", "H", "H", "H", "H", "H", "H", "H", "C", "H", "H", "H", "C", "H", "H", "H", "B", "C", "N", "H", "H", "H"], "xyz": [[-1.9465, 0.5035, 0.3703], [-2.5728, 1.3507, 1.0232], [-3.2351, 2.1597, 1.5771], [-3.1739, -1.1126, -2.1977], [-0.0094, 0.0009, -0.0598], [0.0551, 0.6626, -1.9711], [-0.1554, -1.9843, -0.0388], [0.0035, 2.1190, -2.3098], [-0.6861, -3.1079, 0.7548], [-1.4052, 2.4448, -2.8050], [1.0649, 2.4280, -3.3713], [0.3092, 2.9553, -1.0711], [-0.8353, -4.3035, -0.1841], [0.2342, -3.4706, 1.9292], [-2.0442, -2.6963, 1.3092], [-1.6941, 1.8275, -3.6676], [-1.4558, 3.5017, -3.0972], [-2.1452, 2.2912, -2.0057], [2.0575, 2.1107, -3.0234], [1.1084, 3.5121, -3.5479], [0.8527, 1.9456, -4.3320], [-0.4048, 2.7788, -0.2462], [0.2236, 4.0198, -1.3432], [1.3362, 2.7945, -0.7059], [-1.4177, -4.0469, -1.0817], [-1.3553, -5.1157, 0.3323], [0.1406, -4.6783, -0.5052], [1.1997, -3.8491, 1.5821], [-0.2422, -4.2636, 2.5263], [0.4052, -2.6031, 2.5784], [-2.0139, -1.7533, 1.8734], [-2.4008, -3.4727, 1.9992], [-2.8218, -2.5981, 0.5295], [1.2460, -2.1758, -0.5782], [1.7710, -1.1857, -0.7209], [1.8938, -2.7773, 0.0849], [1.2148, -2.6766, -1.5594], [-0.0446, -0.2949, -3.1098], [0.9206, -0.3919, -3.6330], [-0.3136, -1.3144, -2.7649], [-0.7960, 0.0349, -3.8537], [1.8000, 2.0976, 3.6378], [1.3690, 1.4007, 2.3828], [0.9723, 0.8504, 1.4085], [2.8648, 1.6125, 3.9271], [0.9265, 1.8580, 4.4596], [1.8636, 3.2789, 3.3542]], "forces_ev_per_angstrom": [[0.860, 0.665, 0.613], [-1.286, 1.251, 0.569], [1.945, -2.308, -1.435], [-0.482, -0.052, -0.028], [-2.394, -0.841, -1.687], [-0.284, -1.521, 1.843], [1.905, 2.589, -0.239], [0.254, 0.061, -0.296], [-0.584, -0.335, 0.339], [-0.285, 0.025, -0.007], [0.131, 0.066, -0.120], [0.098, 0.068, 0.259], [-0.062, -0.156, -0.135], [0.040, 0.056, 0.007], [-0.563, 0.023, 0.178], [0.102, 0.345, 0.100], [-0.026, -0.316, -0.026], [0.160, 0.061, -0.100], [-0.220, 0.058, -0.103], [-0.068, -0.319, 0.046], [0.032, 0.090, 0.173], [0.134, 0.102, -0.208], [0.006, -0.393, 0.222], [-0.274, 0.027, -0.127], [0.090, -0.037, 0.203], [0.113, 0.093, -0.083], [-0.119, -0.027, 0.014], [-0.146, -0.039, 0.188], [0.206, 0.288, -0.237], [-0.048, -0.161, -0.071], [0.115, -0.279, -0.133], [0.079, 0.200, -0.218], [0.349, -0.032, 0.174], [-0.443, -0.484, -0.080], [-0.014, -0.401, -0.121], [-0.395, 0.591, -0.121], [0.094, 0.423, 0.241], [0.401, 0.009, 0.003], [-0.328, 0.148, 0.125], [0.217, 0.584, -0.054], [0.407, -0.075, 0.372], [-0.176, 0.226, -0.098], [0.043, 0.327, 0.750], [0.191, -0.239, -0.438], [0.060, -0.075, 0.024], [0.161, -0.073, -0.253], [0.002, -0.215, -0.028]]}

Entry 5:
{"formula": "C5H11NO", "method": "ωB97M-V with the def2-TZVPD basis set", "relative_energy_ev": 2.346, "homo_energy_ev": -8.468, "orbital_gap_ev": 9.52, "species": ["C", "C", "C", "N", "C", "O", "C", "H", "H", "H", "H", "H", "H", "H", "H", "H", "H", "H"], "xyz": [[-2.3269, -0.2348, -0.5426], [-1.3945, 0.8390, 0.0128], [-0.6366, 0.4000, 1.2688], [0.1249, -0.8384, 1.0971], [1.3107, -1.0402, 0.5154], [1.7822, 0.1434, 0.0814], [3.0509, 0.0340, -0.5539], [-2.8933, 0.1411, -1.4010], [-1.7598, -1.1108, -0.8752], [-3.0506, -0.5667, 0.2129], [-0.6674, 1.1352, -0.7515], [-1.9725, 1.7369, 0.2687], [0.0510, 1.1888, 1.5871], [-1.3461, 0.2252, 2.0865], [-0.3085, -1.6859, 1.4278], [3.0663, 0.7265, -1.3995], [3.1951, -0.9928, -0.8971], [3.8474, 0.2984, 0.1491]], "forces_ev_per_angstrom": [[-0.012, -0.053, -0.010], [0.034, 0.051, -0.029], [-0.005, 0.148, 0.040], [0.235, -0.318, -0.112], [-0.452, 0.406, 0.140], [-0.159, -0.321, 0.103], [0.300, 0.023, -0.155], [0.095, -0.055, 0.128], [-0.091, 0.116, 0.051], [0.104, 0.057, -0.093], [-0.098, -0.048, 0.093], [0.111, -0.119, -0.028], [-0.094, -0.099, -0.050], [0.111, 0.030, -0.112], [0.056, 0.105, -0.038], [-0.019, -0.080, 0.128], [0.020, 0.162, 0.021], [-0.138, -0.005, -0.076]]}